1.
DFT (ωB97M-V/def2-TZVPD) results for a 10-piece molecular cluster, C26H75N3O10 overall.

The geometry in XYZ format:
```
114
Properties=species:S:1:pos:R:3:forces:R:3
O -5.2428 -1.1196 -0.3893 -0.3 0.7 -0.9
O -0.1488 1.2909 3.8465 0.1 0.8 0.6
O 1.0496 0.2425 -1.5467 -0.6 -0.2 0.0
O 0.1449 4.0417 -2.1204 0.1 -0.1 0.4
O -0.1939 5.2032 0.5731 0.1 -0.1 0.0
O -1.2543 -4.9258 0.0929 0.4 0.2 0.2
O -2.4939 -3.2211 -3.8705 -1.4 -0.7 -0.6
O -1.4212 3.0471 1.8677 1.1 -0.5 0.1
O 1.6178 -1.7804 2.0383 -1.6 -0.1 -0.4
O 5.5610 3.5654 0.9095 -0.5 -0.1 0.0
N 2.8704 2.6039 -1.3440 0.1 0.5 0.3
N -0.9987 -6.0719 -3.5070 -0.4 0.6 1.0
N 2.8542 -3.8538 0.3201 -1.7 1.4 -0.6
C 3.3863 3.1882 -0.0662 1.6 -1.4 -1.4
C -0.7214 -4.8607 -1.2485 0.6 -0.2 1.0
C -1.4513 7.0516 -0.3307 -0.6 -1.1 -0.3
C -3.9197 -2.7872 0.5961 1.1 -0.6 0.9
C -0.6671 -4.0091 1.0322 0.1 0.5 -0.5
C -2.7986 2.9920 2.1087 -0.4 -0.7 -1.6
C -0.5279 6.5792 0.7972 -0.2 -0.1 -1.0
C -1.4976 -0.6617 4.0444 0.3 -0.6 -1.0
C -1.1433 -0.0025 -0.7141 -0.5 0.9 -0.4
C 0.1548 0.7323 -0.5440 0.4 -0.9 -0.7
C -2.2578 -1.9242 -3.3269 -1.1 -0.3 0.7
C 2.6003 2.6495 1.0851 -0.8 -0.8 0.6
C 2.5031 -2.0650 3.0546 0.7 1.1 0.8
C -1.4374 -5.9066 -2.0694 -0.3 -1.2 -0.9
C -1.2841 -7.2824 -1.3487 0.0 0.6 -1.1
C -0.2919 0.0712 4.5951 0.9 -0.4 0.0
C -0.7485 3.2341 -2.8768 -1.2 0.8 0.5
C -3.1378 3.0636 3.5323 -0.3 1.7 1.3
C 4.8879 2.7838 -0.0648 -1.4 1.0 0.6
C -5.3078 -2.4317 0.1488 -0.5 -0.6 -0.8
C -0.8141 -1.7278 -3.4995 1.5 -0.1 0.1
C -1.6181 4.1197 -3.8308 0.2 -0.9 2.4
C 3.9544 -1.8651 -0.8600 -0.1 -1.9 0.6
C 6.8758 3.1572 0.9809 2.4 -0.1 0.9
C 2.1413 -1.5730 0.7316 -0.2 -0.2 1.0
C 3.3307 -2.4392 0.4321 -0.1 -1.0 -1.8
H 7.3181 3.1108 2.0254 -1.0 0.3 -0.9
H -1.2116 -4.0590 2.0028 0.4 -0.4 -0.7
H 3.0015 -3.0375 2.9347 -0.1 0.2 0.2
H -2.8230 -1.1625 -3.8778 -0.2 -0.1 0.3
H -0.9339 6.8209 -1.2908 -0.4 0.4 0.6
H 0.3612 7.2264 0.7238 0.0 -0.6 0.4
H 4.5217 -0.9968 -0.6093 0.1 1.0 -0.2
H -0.8124 -2.9506 0.6759 0.3 -0.8 0.2
H -2.1471 3.4550 -4.4599 -0.9 -0.5 -0.9
H 1.3102 -1.9079 0.0787 0.5 0.8 0.0
H -3.6977 -2.1429 1.4457 0.4 0.5 -0.2
H -1.0708 -1.0836 -0.6961 0.3 -0.1 0.0
H -1.0233 2.2530 2.2763 0.1 0.5 0.0
H 3.1403 -1.7484 -1.5621 0.0 0.6 -0.4
H -3.4541 -3.3746 -4.0234 1.1 0.3 0.3
H 3.2381 -1.2266 3.0698 0.2 -0.6 0.3
H 1.9514 -2.0000 4.0205 0.3 -0.4 -0.7
H 3.5703 2.7353 -2.0857 -0.6 0.1 0.4
H 5.0308 1.7422 0.1868 -0.1 -0.6 -0.2
H -2.3894 6.4354 -0.3193 0.7 0.5 0.0
H -0.2322 -7.5497 -1.3184 0.4 0.1 -0.1
H -0.5798 -1.9695 -4.5282 0.2 0.3 -0.4
H -4.1942 2.9109 3.7190 -0.2 0.1 0.0
H -0.9784 6.6478 1.7753 -0.1 0.4 0.4
H 3.5216 -4.5450 0.0457 0.7 0.0 -0.3
H 2.0780 -3.8466 -0.3902 1.1 -0.3 0.9
H 0.6116 1.8258 4.1637 -0.7 -0.7 -0.2
H -1.4929 -0.6065 2.9407 0.0 0.3 0.3
H 2.0331 3.1235 -1.6065 0.0 0.0 -0.2
H -3.7682 -3.7778 1.0728 -0.6 0.2 -0.7
H 0.5427 0.5277 0.4340 0.4 -0.1 0.8
H -5.8566 -1.0025 -1.1400 0.4 -0.3 0.8
H -1.4785 -1.7635 4.1918 0.0 0.8 0.6
H 0.3727 -5.1263 -1.2674 -0.6 0.4 0.2
H -0.2017 4.2714 -1.2394 0.0 0.1 -0.2
H -1.7628 -8.0545 -1.9538 -0.2 0.1 0.3
H 7.5781 3.7759 0.3906 -0.4 0.1 0.1
H -0.9589 4.7046 -4.3843 1.1 1.1 -1.2
H -2.5857 2.4310 4.1881 0.5 -1.1 0.0
H -0.1288 2.4985 -3.3664 0.1 -0.1 -0.7
H -2.5339 -1.9834 -2.2478 -0.1 0.6 -0.7
H 4.6464 -2.6122 -1.2583 0.0 0.1 -0.1
H -0.0182 -6.3067 -3.6122 0.0 0.0 0.3
H -3.2020 2.0817 1.6639 -0.1 -0.3 -0.1
H 0.4250 -4.2110 1.1826 -0.9 0.2 -0.1
H -0.7240 4.5874 1.1292 0.4 0.5 -0.2
H -0.4201 0.1959 5.6908 0.1 0.5 -0.5
H 2.6851 1.5283 1.1008 -0.2 0.9 -0.1
H 3.4619 4.2593 -0.0771 -0.6 0.8 0.0
H -2.3070 4.8060 -3.2888 0.4 -0.7 -0.2
H -1.5995 -7.2496 -0.3188 -0.5 0.0 0.1
H 7.0059 2.1598 0.5804 0.0 -0.5 -0.1
H 4.0672 -2.4099 1.1964 0.6 0.1 0.8
H -3.2039 3.8003 1.5010 -0.3 0.2 0.3
H 0.6695 -0.4481 4.4455 -0.6 -0.3 0.1
H -0.3845 -0.7711 -3.1972 -0.3 -0.1 -0.1
H 5.2515 3.0127 -1.0700 0.4 -0.1 0.0
H -2.8231 4.0493 3.8981 -0.5 0.1 0.0
H -5.9874 -2.3977 1.0104 0.0 -0.4 -0.1
H -3.1224 -2.6905 -0.1730 -0.7 0.1 0.4
H -1.4212 2.6241 -2.2433 0.2 0.4 0.1
H -1.7401 8.1058 -0.2901 0.2 -0.1 0.1
H 1.7944 0.8426 -1.6197 0.5 0.5 0.2
H -5.7061 -3.1393 -0.6209 0.3 0.4 0.6
H 0.0430 1.8027 -0.6131 -0.2 0.5 -0.2
H -1.1813 -5.2159 -4.0344 0.1 -0.2 0.3
H -0.3205 -2.4969 -2.9069 0.3 0.1 0.0
H -2.4082 -0.1971 4.4230 -0.1 -0.3 0.0
H 1.5104 2.9227 0.9905 1.1 -0.2 0.3
H -0.8832 -3.8514 -1.6144 0.1 0.2 -0.3
H 2.4026 -0.4927 0.6099 -0.3 -0.8 -0.2
H -2.4975 -5.6064 -2.1648 0.4 -0.3 0.3
H 3.0153 2.9944 2.0438 -0.3 0.1 -0.3
H -1.6275 0.3127 -1.6377 0.1 -0.2 -0.2
H -1.8206 0.3218 0.0502 -0.5 0.0 0.7
```
Forces are in eV/Å.

Results
E_LUMO, Eh: 0.0198
Multiplicity: 1
SMILES: COC[C@H](C)N.COC[C@H](C)N.COC[C@H](C)N.CCO.CCO.CCO.CCO.CCO.CCO.CCO

2.
DFT (ωB97M-V/def2-TZVPD) results for an isolated molecule of C3H6ClN3O.

The geometry in XYZ format:
```
14
Properties=species:S:1:pos:R:3:forces:R:3
Cl 2.0017 -1.7607 -0.2315 -0.1 0.2 0.0
O -2.1209 -0.4385 -0.6616 -0.1 0.0 -0.1
N 1.9118 1.1999 -0.0684 0.2 0.5 -0.3
N -0.3572 1.4553 0.1243 -0.8 0.1 0.2
N -1.8194 -1.5475 0.1532 0.0 0.2 0.0
C 0.5531 -0.7812 0.0400 0.3 0.3 -0.2
C -0.5733 -1.6198 0.4034 0.2 -0.3 0.6
C 0.6899 0.5830 0.0134 -0.4 -0.4 0.2
H -0.3071 -2.4808 1.0368 -0.3 0.2 -0.4
H 1.9553 2.0135 -0.6830 -0.2 -0.4 0.4
H 2.6588 0.5537 -0.2262 0.4 -0.1 -0.1
H -0.2309 2.2806 0.6944 0.3 -0.2 -0.1
H -1.2883 1.0436 0.1797 0.5 0.1 -0.2
H -3.0733 -0.5010 -0.7745 -0.1 -0.1 0.0
```
Forces are in eV/Å.

Results
E_LUMO, Eh: 0.0310
Multiplicity: 1
SMILES: NC(N)=C(Cl)/C=N\O

3.
DFT (ωB97M-V/def2-TZVPD) results for C36H44FeN5OS2Si as an isolated structure.

The geometry in XYZ format:
```
90
Properties=species:S:1:pos:R:3:forces:R:3
Fe 0.1034 0.4923 -0.8934 0.9 0.7 -0.4
S -1.6694 1.3599 0.5973 0.3 -0.3 -0.3
S 0.0427 2.4425 -2.3438 -0.1 -0.5 0.5
Si 0.3546 -2.8269 -1.3906 0.5 0.7 0.4
O 1.6601 1.7611 0.1124 -1.0 -0.2 0.2
N 1.8940 -1.1983 0.2401 0.6 0.2 0.2
N -1.6926 4.0795 0.6030 0.5 -0.4 0.4
N 0.2274 3.1215 1.4031 0.1 -0.4 -0.9
N -2.5294 3.0760 -2.7595 -0.1 -0.5 -0.1
N -1.8098 0.9164 -3.4583 -0.3 0.4 0.2
C -1.5964 2.1203 -2.8843 -0.6 -0.1 -0.7
C 2.3990 2.7408 2.1546 0.6 0.0 0.1
C 3.7465 2.7503 1.7715 -0.4 -0.2 0.7
C -0.9537 5.7498 2.3339 -0.3 -0.1 -0.3
C -3.1013 4.0826 0.1509 0.5 0.1 0.5
C -3.1098 -2.7411 0.9303 -0.1 -0.6 0.4
C -1.9725 -4.8002 1.4661 -0.1 0.3 0.0
C -0.9745 2.9659 0.8405 -0.1 0.4 -0.3
C -3.0260 0.6265 -3.9006 -0.6 0.5 0.0
C 1.0109 -1.3743 1.4437 -0.4 0.4 -0.3
C -4.0842 1.5733 -3.8295 0.9 -0.2 0.3
C -0.2409 -5.4492 -2.4456 0.7 0.2 -0.6
C 4.3688 3.1463 4.0783 -0.1 0.1 -0.1
C 3.2683 -0.6845 0.5871 -1.0 -0.2 0.7
C 2.9515 -1.5278 3.0225 -0.2 0.6 -0.4
C 1.1991 -6.6574 -3.9899 -0.1 0.8 0.7
C 0.0306 -1.1895 -2.2145 -0.1 -0.3 0.5
C -3.0798 -3.9596 1.6354 0.7 0.6 -0.7
C 0.6465 -4.3543 -2.4243 0.4 -0.4 -0.7
C 2.0906 -5.5739 -3.9799 -0.4 0.1 0.2
C -2.0924 -2.3931 0.0515 0.5 -0.8 0.1
C 4.7250 2.9468 2.7391 -0.2 0.0 0.3
C -0.9400 -4.4649 0.5905 -0.7 0.9 -0.3
C 3.0217 3.1687 4.4603 0.2 0.0 -0.6
C 1.3552 2.4753 1.1139 -0.6 0.5 0.5
C -3.2028 -0.7473 -4.4938 0.0 0.2 -0.1
C 2.0086 -2.4457 -0.5281 -0.3 -0.2 0.0
C 2.0377 2.9676 3.4950 0.4 0.0 -0.4
C 0.0340 -6.5860 -3.2136 0.2 0.4 -0.1
C -0.9832 -3.2502 -0.1453 -0.6 -0.4 0.3
C -1.0449 5.4075 0.8421 0.0 -0.5 0.0
C 1.8174 -4.4274 -3.2242 -0.6 -0.7 0.1
C -3.9921 4.8848 1.0996 0.1 -0.2 -0.2
C 1.5986 -0.8375 2.7392 0.4 -0.4 -0.3
C 3.8999 -1.4185 1.7893 0.2 0.0 -0.1
C -3.7583 2.7811 -3.2248 0.7 -0.4 -0.1
H -3.9391 -2.0599 1.0660 -0.1 0.0 0.0
H -2.1887 -1.4635 -0.5043 0.1 -0.1 0.0
H -2.2478 -1.1045 -4.8725 0.0 0.0 0.0
H -5.0757 1.3746 -4.2293 0.2 0.0 0.1
H 1.6872 0.2478 2.6432 0.2 -0.1 0.2
H -3.4336 3.0472 0.0994 0.1 0.1 0.0
H 1.4165 -7.5296 -4.5814 0.0 -0.2 -0.1
H 3.1517 0.3784 0.8029 0.2 -0.3 0.0
H 3.0050 -5.6023 -4.5616 -0.1 -0.1 -0.1
H -0.4287 6.6974 2.4526 0.0 0.0 0.1
H 4.2595 -2.4112 1.4804 -0.1 0.2 0.1
H -3.8979 -4.2343 2.2879 0.1 0.0 0.0
H 5.1457 3.3225 4.8223 -0.2 -0.1 -0.2
H -3.7918 5.9573 1.0320 0.0 -0.1 0.1
H 2.3551 -3.2913 0.0858 0.0 0.1 0.1
H -3.5553 -1.4708 -3.7554 0.0 0.1 0.1
H 0.8157 -1.0666 -2.9772 -0.1 0.3 0.2
H -1.8998 -5.7198 2.0287 -0.1 -0.1 0.0
H 2.5199 -3.5973 -3.2771 -0.1 -0.1 0.1
H -1.6444 6.1518 0.3090 0.1 -0.2 0.0
H -3.9143 -0.7268 -5.3148 -0.1 0.0 0.0
H 0.9878 2.9866 3.7580 0.0 0.0 0.0
H -0.1342 -5.1757 0.4433 0.1 0.1 0.0
H 2.7807 -2.2874 -1.2932 -0.2 -0.1 0.0
H 5.7677 2.9285 2.4425 0.0 0.1 0.1
H 4.0127 2.5727 0.7400 0.0 0.0 -0.1
H -1.1680 -5.3911 -1.8976 -0.1 -0.1 0.2
H -0.0462 5.3902 0.3864 -0.3 -0.1 0.1
H -4.4888 3.5659 -3.1060 -0.2 0.1 0.0
H -1.9574 5.8523 2.7573 0.2 0.0 0.0
H 4.7933 -0.8457 2.0823 -0.2 -0.2 -0.1
H 0.7292 -2.4304 1.5585 0.2 0.2 0.0
H 3.4394 -1.0492 3.8719 -0.1 -0.1 0.1
H -0.9155 -1.2230 -2.7437 -0.1 0.3 -0.1
H -3.1039 4.4834 -0.8601 -0.1 0.1 0.0
H -3.8751 4.5484 2.1312 0.1 0.1 0.0
H 3.8918 -0.7787 -0.3027 -0.1 0.0 0.0
H 2.7575 -2.5685 3.2995 0.1 0.1 -0.1
H -0.4250 4.9589 2.8685 0.0 0.2 -0.1
H 0.8868 -1.0443 3.5398 0.0 0.1 0.0
H 0.0699 -0.8158 1.2448 0.3 -0.5 0.3
H 2.7404 3.3711 5.4873 0.1 -0.1 0.0
H -0.6919 -7.3919 -3.2157 0.1 0.0 -0.1
H -5.0284 4.7154 0.8237 -0.2 0.1 -0.1
```
Forces are in eV/Å.

Results
E_LUMO (spin up / spin down), Eh: 0.0176 / -0.0400
<S²>: 8.77
Multiplicity: 6

4.
DFT (ωB97M-V/def2-TZVPD) results for C21H28ClN3O2RuS as an isolated structure.

The geometry in XYZ format:
```
57
Properties=species:S:1:pos:R:3:forces:R:3
Ru 0.2810 0.1464 1.4826 -0.1 0.2 -1.0
Cl -0.6956 -1.6326 0.2376 -0.8 -1.6 -0.5
S 1.2196 2.0097 2.3587 0.8 1.6 0.8
O 2.9557 -1.7608 -1.0299 1.2 -0.6 0.2
O -3.4585 0.9800 -0.0474 -1.2 0.4 0.7
N 1.9391 -0.4587 0.4392 2.2 0.4 -2.8
N 1.5799 1.8581 5.1831 -0.4 -0.2 -1.9
N -1.4926 1.0400 0.9613 -1.7 2.1 -2.3
C 1.8889 -1.9178 2.4259 0.4 -0.4 0.5
C 0.5103 -0.7656 -3.3813 0.1 0.7 0.9
C -0.8705 -0.8103 -3.6015 -0.1 0.0 -0.6
C 1.4070 1.8661 4.0170 0.5 0.3 2.3
C -3.1981 0.0625 -3.1770 -0.4 -0.3 0.3
C -1.9796 -0.1920 3.0421 -0.5 -0.1 0.6
C 2.3396 -0.6011 -0.8111 -0.5 0.4 1.1
C 0.2312 1.5359 -2.7816 0.4 0.4 1.3
C 3.1748 -2.4071 0.2608 -0.2 -0.3 -0.5
C -1.0950 1.2600 -2.4075 -1.2 -0.6 -1.2
C -3.7249 0.5809 1.3399 -0.3 -0.3 -0.7
C 2.3248 0.3579 -1.9734 0.3 0.0 0.0
C -1.7987 2.0952 -1.3747 -0.2 0.2 0.1
C 1.4039 -1.8663 -3.8551 0.1 -0.5 0.2
C -2.4333 0.8914 2.0774 0.4 0.4 -0.4
C 3.8735 -0.5060 1.8127 0.2 -0.2 0.1
C -1.7102 0.1664 -3.0538 0.6 0.4 0.9
C -2.1792 1.3312 -0.1310 1.0 -0.2 1.1
C 1.0184 0.3723 -2.7195 0.2 -1.2 -1.4
C -2.4284 2.2591 2.7619 -0.2 0.0 0.2
C 2.7268 -1.3703 1.2795 -0.1 0.6 -0.2
H -1.3087 -1.6805 -4.0907 0.1 0.2 -0.1
H -3.0890 2.2303 3.6331 0.0 0.2 0.0
H 2.5107 1.3610 -1.5557 0.0 -0.3 -0.2
H -2.7182 2.5229 -1.8084 0.0 0.0 0.4
H 3.4534 0.3465 2.3677 0.2 -0.3 -0.2
H -0.8736 -0.3349 3.0373 -0.9 -0.1 0.5
H -2.7723 3.0334 2.0612 0.1 -0.2 0.2
H -2.2306 0.1215 4.0588 0.0 -0.2 0.0
H -3.6968 -0.2041 -2.2336 0.1 0.1 -0.2
H -4.5863 1.1607 1.6954 0.2 -0.2 -0.1
H 0.6432 2.5397 -2.8394 0.1 0.1 0.6
H -1.1250 2.9045 -1.0514 -0.3 -0.2 -0.2
H 2.2638 -1.4473 -4.3947 -0.1 -0.2 0.0
H 4.4836 -0.1352 0.9752 -0.1 0.0 0.3
H 2.5400 -3.3016 0.2757 0.2 0.1 0.0
H 0.8432 -2.5190 -4.5341 0.2 0.1 0.1
H -2.4611 -1.1398 2.7981 0.3 -0.1 0.1
H -1.4054 2.4908 3.0906 -0.3 0.0 -0.1
H 1.7960 -2.4878 -3.0397 0.0 0.1 -0.2
H 1.0575 -1.2278 2.7120 0.7 -0.8 0.2
H 2.5229 -2.0036 3.3141 -0.2 -0.2 0.0
H 1.4657 -2.8863 2.1523 -0.2 0.2 0.2
H 4.2403 -2.6633 0.3337 -0.3 0.0 -0.1
H -3.4439 -0.7106 -3.9165 0.0 0.2 0.1
H 3.1430 0.0819 -2.6618 0.1 0.0 0.5
H -3.9438 -0.4932 1.3146 0.0 0.2 0.1
H 4.4955 -1.1060 2.4855 0.1 0.1 0.0
H -3.6139 1.0233 -3.5140 -0.1 -0.2 0.0
```
Forces are in eV/Å.

Results
Total charge: -1
E_LUMO (spin up / spin down), Eh: 0.1009 / 0.0840
<S²>: 8.78
Multiplicity: 6

For reference, energy above the lowest of the compared OMol25 structures with the same formula, charge and spin by record: 20.1 23.7 0.0 35.4 kcal/mol.